No. 1
An isolated molecule of C5H14N2. Source: OMol25; level of theory: wB97M-V/def2-TZVPD.

Geometry as XYZ:
```
21
C5H14N2 (wB97M-V/def2-TZVPD)
C -2.116 -2.093 -0.279
N -1.124 -1.061 -0.350
C -1.100 -0.158 0.778
C -0.191 1.076 0.453
N 0.948 0.667 -0.336
C 1.830 -0.252 0.372
C 1.688 1.890 -0.719
H -3.128 -1.710 -0.443
H -2.098 -2.494 0.746
H -1.805 -2.936 -0.891
H -0.435 -0.750 -1.007
H -0.644 -0.612 1.664
H -2.088 0.239 1.047
H -0.807 1.846 0.004
H 0.169 1.353 1.461
H 1.502 -1.287 0.257
H 2.790 -0.213 -0.145
H 1.903 0.070 1.411
H 1.050 2.468 -1.381
H 2.573 1.502 -1.209
H 1.941 2.458 0.186
```

Values from the calculation:
Energy above the lowest of the compared OMol25 structures with the same formula, charge and spin, kcal/mol: 41.0
Gap between HOMO and LUMO, eV: 9.0
Strongest force on any atom, Eh/bohr: 0.0471



No. 2
A structure of composition C28H64Br2CoN10O2PS2. Source: OMol25; level of theory: wB97M-V/def2-TZVPD.

Geometry as XYZ:
```
110
C28H64Br2CoN10O2PS2 (wB97M-V/def2-TZVPD)
Co -0.293 0.448 -0.299
C -1.031 -3.682 -4.181
N -1.570 -2.494 -3.527
C -3.000 -2.280 -3.637
C -0.739 -1.616 -2.864
N -1.003 -1.183 -1.662
C -1.987 -1.980 -0.912
C -1.827 -1.766 0.568
N -1.746 -0.319 0.866
C -1.332 -0.074 2.263
C -0.797 1.315 2.401
N 0.372 1.475 1.546
C 1.378 2.148 2.064
N 1.236 2.811 3.278
C 0.314 3.918 3.420
C 2.260 2.677 4.312
N 2.609 2.281 1.491
C 3.433 3.455 1.767
C 3.326 1.225 0.773
C -3.043 0.353 0.585
C -3.082 1.009 -0.764
N -1.904 1.852 -0.877
C -2.060 3.064 -1.331
N -3.209 3.497 -1.961
C -3.912 2.720 -2.968
C -3.801 4.787 -1.622
N -1.068 4.010 -1.236
C -0.267 4.164 -0.030
C -0.978 5.120 -2.176
N 0.375 -1.220 -3.583
C 1.736 -1.343 -3.057
C 0.333 -1.212 -5.039
H -1.529 -4.576 -3.797
H 0.033 -3.780 -3.966
H -1.175 -3.655 -5.266
H -3.298 -2.392 -4.684
H -3.254 -1.265 -3.325
H -3.584 -2.989 -3.042
H -1.872 -3.045 -1.110
H -3.009 -1.719 -1.200
H -0.926 -2.234 0.932
H -2.681 -2.208 1.083
H -0.561 -0.792 2.521
H -2.179 -0.214 2.940
H -0.569 1.480 3.448
H -1.567 2.047 2.111
H -0.466 3.872 2.658
H 0.827 4.883 3.322
H -0.163 3.891 4.402
H 2.917 1.837 4.081
H 1.779 2.469 5.270
H 2.864 3.585 4.429
H 2.842 4.265 2.188
H 3.865 3.804 0.827
H 4.259 3.222 2.446
H 3.792 1.642 -0.126
H 2.668 0.403 0.516
H 4.106 0.807 1.407
H -3.199 1.123 1.334
H -3.857 -0.366 0.678
H -4.015 1.568 -0.832
H -3.079 0.261 -1.561
H -3.414 1.766 -3.127
H -3.928 3.260 -3.920
H -4.948 2.527 -2.672
H -3.259 5.246 -0.796
H -4.837 4.645 -1.306
H -3.801 5.479 -2.471
H 0.766 4.399 -0.291
H -0.270 3.250 0.549
H -0.656 4.988 0.582
H -1.365 6.056 -1.757
H -1.520 4.892 -3.091
H 0.072 5.286 -2.428
H 2.215 -2.242 -3.463
H 1.738 -1.417 -1.978
H 2.343 -0.485 -3.359
H 0.795 -2.108 -5.470
H 0.892 -0.344 -5.403
H -0.691 -1.128 -5.401
Br -0.877 1.705 -4.196
C 0.865 2.171 -3.567
Br 1.335 1.665 -1.755
H 0.959 3.243 -3.590
H 1.599 1.685 -4.189
C -0.469 -4.240 3.823
C 0.439 -3.101 4.235
C 1.674 -3.579 4.972
O 0.709 -2.308 3.027
P 2.009 -2.252 2.109
S 3.554 -1.411 2.944
S 1.404 -1.468 0.351
O 2.206 -3.832 1.888
C 3.166 -4.347 0.912
C 2.407 -5.028 -0.210
C 4.090 -5.283 1.653
H -0.789 -4.801 4.708
H 0.068 -4.917 3.150
H -1.360 -3.863 3.311
H -0.108 -2.414 4.875
H 2.232 -4.299 4.370
H 1.356 -4.070 5.898
H 2.335 -2.752 5.220
H 3.743 -3.514 0.516
H 1.789 -5.839 0.193
H 3.113 -5.451 -0.936
H 1.762 -4.304 -0.716
H 3.522 -6.109 2.092
H 4.607 -4.745 2.450
H 4.836 -5.695 0.966
```

Values from the calculation:
Energy above the lowest of the compared OMol25 structures with the same formula, charge and spin, kcal/mol: 0.0
Net charge: +1
Spin multiplicity: 2
Gap between HOMO and LUMO (alpha / beta), eV: 6.7 / 7.1
Strongest force on any atom, Eh/bohr: 0.0174



No. 3
A cluster of 4 separate species, C3H15NO3 in total. Source: OMol25; level of theory: wB97M-V/def2-TZVPD.

Geometry as XYZ:
```
22
C3H15NO3 (wB97M-V/def2-TZVPD)
C 1.298 0.378 0.873
N 0.601 0.956 -0.339
C 1.603 1.227 -1.422
C 0.144 2.296 0.024
H 1.086 -0.655 0.795
H 2.355 0.536 0.987
H 0.837 0.675 1.791
H 1.266 1.818 -2.307
H 1.937 0.236 -1.849
H 2.531 1.801 -1.131
H -0.234 2.772 -0.933
H -0.667 2.154 0.807
H 0.900 2.914 0.458
H -2.387 -1.679 2.949
H -2.402 -1.638 1.422
O -2.747 -1.137 2.184
H -1.173 -1.674 -2.092
H -0.748 -0.093 -1.377
O -1.216 -1.045 -1.359
H -1.225 -2.662 -0.294
H -0.442 -3.818 0.426
O -1.317 -3.364 0.386
```

Values from the calculation:
Energy above the lowest of the compared OMol25 structures with the same formula, charge and spin, kcal/mol: 47.7
Net charge: +1
Spin multiplicity: 2
Gap between HOMO and LUMO (alpha / beta), eV: 10.4 / 4.4
Strongest force on any atom, Eh/bohr: 0.1471



No. 4
A structure of composition Cl3O12Pb. Source: OMol25; level of theory: wB97M-V/def2-TZVPD.

Geometry as XYZ:
```
16
Cl3O12Pb (wB97M-V/def2-TZVPD)
Pb -0.799 1.748 -1.534
Cl 0.919 -1.487 -3.415
O 0.973 -1.264 -4.881
O 2.222 -1.303 -2.838
O 0.135 -0.268 -3.060
O 0.332 -2.708 -2.969
Cl 1.367 -0.515 1.285
O 1.681 0.448 2.346
O 2.393 -0.861 0.412
O 0.734 -1.616 2.007
O 0.435 0.017 0.484
Cl -2.067 1.633 2.413
O -3.326 2.130 3.014
O -2.119 1.436 0.980
O -0.866 2.310 2.813
O -2.014 0.301 2.943
```

Values from the calculation:
Energy above the lowest of the compared OMol25 structures with the same formula, charge and spin, kcal/mol: 77.6
Net charge: -1
Gap between HOMO and LUMO, eV: 4.4
Strongest force on any atom, Eh/bohr: 0.2337



No. 5
A cluster of 3 separate species, C3H13NO3 in total. Source: OMol25; level of theory: wB97M-V/def2-TZVPD.

Geometry as XYZ:
```
20
C3H13NO3 (wB97M-V/def2-TZVPD)
C 0.346 1.508 0.842
N -0.523 1.825 -0.308
C -1.149 0.651 -0.754
O -0.302 -0.036 -1.691
C 1.721 0.962 0.452
H -0.126 0.751 1.583
H 0.377 2.351 1.572
H -1.136 2.623 -0.111
H -2.052 0.912 -1.400
H -1.240 -0.074 0.101
H 0.494 0.505 -1.748
H 2.184 0.421 1.335
H 2.473 1.699 0.138
H 1.723 0.054 -0.177
H 0.749 -2.902 -1.266
H -0.362 -1.949 -0.957
O 0.210 -2.613 -0.499
H -0.061 -1.934 1.074
H -0.073 -1.624 2.538
O -0.508 -1.392 1.719
```

Values from the calculation:
Energy above the lowest of the compared OMol25 structures with the same formula, charge and spin, kcal/mol: 55.0
Net charge: +1
Spin multiplicity: 2
Gap between HOMO and LUMO (alpha / beta), eV: 11.9 / 6.2
Strongest force on any atom, Eh/bohr: 0.0869



No. 6
A structure of composition C17H22N4O2S2W. Source: OMol25; level of theory: wB97M-V/def2-TZVPD.

Geometry as XYZ:
```
48
C17H22N4O2S2W (wB97M-V/def2-TZVPD)
W 0.197 0.482 -0.440
O -0.357 1.115 1.585
C 0.228 2.333 2.140
C 1.190 2.856 1.121
C 1.902 4.015 1.320
C 2.794 4.448 0.343
C 2.956 3.710 -0.830
C 2.221 2.567 -0.991
N 1.350 2.137 -0.027
H -0.919 0.669 2.233
H 0.737 2.088 3.073
H -0.565 3.050 2.350
H 1.767 4.579 2.236
H 3.360 5.360 0.495
H 3.643 4.022 -1.605
H 2.308 1.957 -1.881
C -1.298 0.323 -3.893
C -0.171 -0.546 -3.455
N 0.421 -0.587 -2.231
C 1.466 -1.534 -2.212
C 1.642 -2.183 -3.375
S 0.501 -1.640 -4.528
C 2.151 -1.690 -0.940
C 3.179 -2.483 -0.599
S 3.497 -2.327 1.078
C 2.282 -1.214 1.286
N 1.623 -0.932 0.123
C 2.024 -0.628 2.630
H -1.547 1.063 -3.147
H -2.177 -0.288 -4.106
H -1.035 0.838 -4.819
H 2.362 -2.951 -3.620
H 3.752 -3.158 -1.219
H 2.613 -1.142 3.388
H 0.976 -0.733 2.907
H 2.322 0.422 2.648
C -4.874 2.648 -1.097
N -3.720 1.698 -0.959
C -4.092 0.283 -0.771
C -2.531 2.160 -0.994
O -1.426 1.452 -0.882
H -5.629 2.158 -1.706
H -4.540 3.558 -1.585
H -5.273 2.855 -0.107
H -4.779 0.222 0.072
H -3.217 -0.329 -0.585
H -4.606 -0.054 -1.670
H -2.390 3.225 -1.157
```

Values from the calculation:
Energy above the lowest of the compared OMol25 structures with the same formula, charge and spin, kcal/mol: 8.7
Net charge: +4
Spin multiplicity: 3
Gap between HOMO and LUMO (alpha / beta), eV: 5.9 / 6.4
Strongest force on any atom, Eh/bohr: 0.0171



No. 7
A cluster of 11 separate species, C53H72N2O31S2Si in total. Source: OMol25; level of theory: wB97M-V/def2-TZVPD.

Geometry as XYZ:
```
161
C53H72N2O31S2Si (wB97M-V/def2-TZVPD)
C -1.872 4.270 -0.278
C -0.923 3.260 -0.917
O -0.255 3.636 -1.868
N -0.837 1.974 -0.375
C 0.134 1.185 -1.142
C -0.488 2.040 1.054
C -0.590 0.674 1.750
C -1.827 0.565 2.643
C -2.012 -0.867 3.230
Si -3.735 -1.565 2.940
C -3.906 -2.360 1.196
C -2.599 -2.104 0.408
C -2.675 -2.372 -1.105
S -2.540 -4.140 -1.482
C -2.572 -4.259 -3.286
S -4.017 -4.314 -4.022
N -1.403 -4.312 -4.098
C -1.221 -3.167 -4.965
C -1.468 -1.862 -4.625
C -1.246 -0.888 -5.556
C -0.788 -1.164 -6.806
C -0.505 -2.464 -7.134
C -0.727 -3.437 -6.210
C -0.194 -4.623 -3.362
C 0.328 -5.862 -3.553
C 1.485 -6.245 -2.937
C 2.155 -5.387 -2.115
C 1.616 -4.143 -1.921
C 0.470 -3.762 -2.531
H -1.305 5.116 0.113
H -2.473 3.819 0.507
H -2.489 4.655 -1.093
H 0.221 0.154 -0.814
H -0.171 1.161 -2.191
H 1.118 1.659 -1.088
H -1.136 2.740 1.583
H 0.559 2.371 1.162
H -0.546 -0.161 1.049
H 0.276 0.553 2.416
H -2.699 0.779 2.002
H -1.834 1.324 3.428
H -1.818 -0.788 4.306
H -1.267 -1.568 2.839
H -3.954 -2.650 3.909
H -4.815 -0.582 3.204
H -4.796 -1.960 0.703
H -4.010 -3.442 1.320
H -2.369 -1.035 0.502
H -1.732 -2.636 0.814
H -3.563 -1.878 -1.512
H -1.816 -1.863 -1.564
H -1.831 -1.604 -3.637
H -1.432 0.158 -5.339
H -0.637 -0.397 -7.555
H -0.112 -2.724 -8.109
H -0.522 -4.472 -6.470
H -0.133 -6.587 -4.215
H 1.857 -7.248 -3.120
H 3.084 -5.671 -1.638
H 2.145 -3.470 -1.253
H 0.072 -2.767 -2.364
O 2.507 0.493 -7.088
C 2.000 1.403 -6.518
O 2.311 2.711 -6.737
C 1.343 3.508 -6.045
C 0.857 2.568 -4.969
O 1.042 1.282 -5.570
H 1.798 4.410 -5.643
H 0.553 3.791 -6.744
H 1.460 2.622 -4.058
H -0.188 2.729 -4.710
O -2.810 -3.292 5.856
C -3.311 -4.324 6.159
O -4.627 -4.617 5.998
C -4.798 -6.012 6.255
C -3.613 -6.330 7.137
O -2.644 -5.372 6.711
H -5.751 -6.202 6.744
H -4.772 -6.552 5.307
H -3.825 -6.172 8.197
H -3.244 -7.344 6.998
O -2.957 4.618 2.706
C -3.012 4.144 3.799
O -4.131 4.091 4.554
C -3.853 3.254 5.685
C -2.352 3.343 5.798
O -1.957 3.588 4.442
H -4.363 3.616 6.572
H -4.196 2.241 5.467
H -2.026 4.181 6.417
H -1.903 2.429 6.177
O 2.505 -0.445 -0.703
C 3.467 0.209 -0.955
O 3.611 1.516 -0.623
C 4.972 1.879 -0.881
C 5.394 0.872 -1.916
O 4.562 -0.255 -1.605
H 5.040 2.904 -1.239
H 5.543 1.790 0.045
H 5.181 1.199 -2.936
H 6.443 0.612 -1.841
O -2.837 -9.145 1.112
C -2.316 -8.992 0.056
O -1.291 -9.754 -0.414
C -1.095 -9.421 -1.788
C -1.668 -8.027 -1.871
O -2.661 -8.036 -0.843
H -0.040 -9.459 -2.051
H -1.640 -10.137 -2.407
H -0.930 -7.256 -1.644
H -2.116 -7.813 -2.840
O 3.011 7.542 -10.556
C 3.380 6.528 -10.061
O 4.638 6.028 -10.175
C 4.758 4.932 -9.264
C 3.323 4.496 -9.085
O 2.600 5.712 -9.304
H 5.388 4.150 -9.680
H 5.206 5.293 -8.336
H 3.014 3.761 -9.831
H 3.122 4.097 -8.094
O 7.764 -0.172 -0.334
C 7.677 -1.335 -0.577
O 7.805 -1.865 -1.815
C 7.864 -3.288 -1.677
C 7.168 -3.514 -0.356
O 7.432 -2.294 0.345
H 7.365 -3.780 -2.508
H 8.911 -3.597 -1.658
H 6.088 -3.630 -0.465
H 7.562 -4.368 0.189
O -3.587 1.168 8.760
C -4.516 1.672 9.303
O -4.798 1.554 10.623
C -5.842 2.481 10.931
C -6.511 2.680 9.591
O -5.438 2.448 8.674
H -6.514 2.072 11.681
H -5.395 3.399 11.317
H -7.300 1.950 9.402
H -6.918 3.681 9.467
O 5.223 4.761 4.377
C 5.157 3.603 4.129
O 5.293 3.072 2.883
C 5.381 1.654 3.025
C 4.695 1.407 4.346
O 4.934 2.627 5.050
H 4.889 1.149 2.196
H 6.435 1.366 3.040
H 3.617 1.265 4.239
H 5.110 0.559 4.886
O -1.132 11.021 1.810
C -1.132 9.878 1.492
O -1.010 9.433 0.211
C -0.825 8.019 0.267
C -1.439 7.646 1.588
O -1.254 8.836 2.360
H -1.315 7.532 -0.574
H 0.245 7.803 0.228
H -2.507 7.436 1.507
H -0.945 6.796 2.052
```

Values from the calculation:
Gap between HOMO and LUMO, eV: 7.7
Strongest force on any atom, Eh/bohr: 0.0492



No. 8
An isolated molecule of C4H7NO. Source: OMol25; level of theory: wB97M-V/def2-TZVPD.

Geometry as XYZ:
```
13
C4H7NO (wB97M-V/def2-TZVPD)
C -0.370 1.225 0.531
C -0.553 0.569 -0.898
O 0.575 -0.216 -1.202
C 0.586 -1.351 -0.383
C -0.287 -1.291 0.822
N -1.053 -1.494 1.665
H 0.404 1.948 0.326
H -1.334 1.658 0.792
H -0.023 0.765 1.476
H -0.584 1.379 -1.645
H -1.477 -0.025 -0.996
H 1.624 -1.546 -0.105
H 0.183 -2.219 -0.923
```

Values from the calculation:
Energy above the lowest of the compared OMol25 structures with the same formula, charge and spin, kcal/mol: 56.3
Gap between HOMO and LUMO, eV: 11.1
Strongest force on any atom, Eh/bohr: 0.0311